97
Properties=species:S:1:pos:R:3:forces:R:3:mulliken_charge:R:1 method="wB97M-V/def2-TZVPD" mol_weight_g_mol=957.80 s_squared=0.7550 e_tot_ha=-6164.5478 e_above_lowest_kcal_mol=0.0 multiplicity=2 total_charge=+1 e_homo_ha="-0.365 / -0.372"
Rh 1.92982 -0.03095 1.24056 0.183 -0.286 -0.232 -0.42
N 1.24873 -3.30471 3.81278 -0.003 -0.014 0.009 -0.17
C -0.07312 -3.80132 3.68516 -0.007 0.003 -0.008 0.24
C -0.37147 -5.12539 3.95100 -0.006 0.010 -0.005 -0.72
C -1.68394 -5.55983 3.81648 -0.005 -0.002 0.003 -0.75
C -2.67082 -4.69158 3.37571 -0.003 -0.007 -0.015 -0.68
C -2.35612 -3.37505 3.06548 0.005 0.008 -0.013 -0.60
C -1.06013 -2.92659 3.25643 0.029 -0.018 0.030 0.69
S -0.59132 -1.24064 3.07473 0.072 -0.031 0.059 -0.20
N 0.98872 -1.45322 2.41797 -0.045 0.073 0.013 0.19
C 1.73586 -2.35010 2.98301 0.034 0.036 -0.006 0.56
C 3.19687 -2.27319 2.74589 -0.030 -0.017 -0.005 0.98
C 4.11322 -3.16438 3.27091 0.014 -0.007 -0.017 -1.04
C 5.46635 -2.94777 3.04320 0.004 -0.005 -0.006 -0.55
C 5.84948 -1.85868 2.28918 -0.005 -0.015 -0.004 -1.36
C 4.86884 -1.01627 1.78431 0.005 -0.022 -0.006 -0.42
N 3.57458 -1.21118 2.01360 -0.080 0.160 0.014 0.39
H 1.91339 -3.94265 4.21565 0.007 0.019 0.036 0.20
H 0.40451 -5.80875 4.27500 0.001 0.002 -0.003 0.37
H -1.92999 -6.58636 4.05106 -0.001 0.000 -0.003 0.41
H -3.68908 -5.03778 3.26570 0.002 0.000 -0.010 0.49
H -3.11581 -2.69705 2.69780 -0.005 0.002 -0.010 0.38
H 3.81031 -4.02088 3.85572 -0.019 -0.007 -0.013 0.37
H 6.20143 -3.62576 3.45455 0.001 0.000 -0.002 0.44
H 6.88929 -1.64242 2.09101 -0.001 0.001 0.000 0.48
H 5.13112 -0.13765 1.21527 0.005 0.032 0.005 0.42
C 3.79699 6.14400 0.01091 0.009 -0.011 -0.001 -1.07
C 3.76703 5.16425 1.15729 -0.019 -0.011 0.053 -0.34
O 3.20401 3.91686 0.68486 -0.013 -0.004 -0.121 -0.07
P 3.60249 2.51005 1.30609 0.029 -0.052 0.087 0.54
S 2.24010 1.94072 2.67116 0.086 0.180 0.274 -0.51
S 5.49650 2.37027 1.68409 0.001 0.009 -0.025 -0.35
O 3.12470 1.49935 0.05925 -0.074 -0.079 0.149 0.29
C 3.98927 1.23351 -1.08570 -0.006 -0.033 -0.043 -0.05
C 4.33258 2.47847 -1.87011 -0.014 0.005 0.022 -1.30
H 4.21756 7.08983 0.35408 -0.003 -0.003 0.000 0.44
H 2.79382 6.33190 -0.36786 -0.018 0.000 -0.010 0.18
H 4.41772 5.76877 -0.80295 -0.001 -0.002 0.005 0.25
H 3.13503 5.51949 1.97284 -0.003 -0.007 -0.001 0.26
H 4.76806 4.97239 1.54330 0.007 0.004 -0.007 0.41
H 3.42212 0.52332 -1.68703 0.020 0.036 0.023 0.12
H 4.89788 0.75361 -0.72029 0.008 -0.005 0.001 0.41
H 3.44005 3.04825 -2.12309 -0.033 -0.008 -0.019 0.14
H 4.82557 2.17820 -2.79590 0.007 -0.005 0.007 0.50
H 5.01111 3.12049 -1.31114 -0.007 0.004 0.005 0.33
C -1.50038 0.21834 0.33369 -0.013 -0.033 -0.027 -0.84
C -2.59602 0.65933 -0.64044 -0.001 0.044 -0.018 -1.21
As -2.84385 -0.51694 -2.22272 0.124 0.060 0.056 0.22
C -3.33896 -2.13968 -1.24613 0.013 -0.037 -0.028 0.10
C -2.34350 -3.10565 -1.09652 -0.012 0.010 -0.016 -0.09
C -2.61291 -4.31274 -0.46667 0.002 -0.009 0.033 -0.60
C -3.89072 -4.57367 0.00767 0.022 -0.007 0.008 -0.53
C -4.88848 -3.62023 -0.13647 -0.012 0.020 0.008 -0.83
C -4.61404 -2.40839 -0.75845 0.001 -0.007 0.019 -0.26
C -4.59472 0.13203 -2.78981 -0.021 -0.020 -0.002 0.26
C -4.90235 -0.05643 -4.13546 -0.005 -0.015 -0.008 -0.61
C -6.12269 0.35695 -4.65171 0.013 -0.008 -0.001 -0.69
C -7.04847 0.97644 -3.82649 -0.003 0.006 0.014 -0.40
C -6.75117 1.17707 -2.48566 -0.012 0.000 -0.017 -0.78
C -5.53334 0.75626 -1.97081 0.024 -0.005 0.009 0.12
P 0.19624 0.83435 0.04187 -0.095 0.017 -0.157 1.38
C -0.00490 2.63544 0.03679 -0.037 -0.012 -0.003 1.07
C -0.76002 3.19861 1.06746 -0.022 0.000 -0.007 -1.08
C -0.96617 4.56557 1.12277 -0.002 -0.009 0.004 -0.69
C -0.42586 5.38992 0.14419 0.000 0.016 0.008 -0.74
C 0.34451 4.84244 -0.86759 0.027 0.018 0.016 -1.09
C 0.57019 3.47476 -0.91008 -0.001 -0.025 0.008 0.08
C 0.61363 0.26192 -1.63697 -0.076 0.049 -0.028 1.91
C 0.32378 0.94352 -2.81760 -0.066 -0.038 0.042 -0.65
C 0.66414 0.39822 -4.04600 -0.031 -0.007 -0.010 -0.97
C 1.27239 -0.84573 -4.11612 0.018 -0.015 -0.001 -0.90
C 1.53610 -1.55170 -2.95092 0.003 0.007 0.010 -0.59
C 1.21421 -0.99631 -1.72182 -0.040 -0.030 -0.016 -1.28
H -1.43454 -0.87215 0.39180 0.015 0.002 -0.016 0.70
H -1.75404 0.53938 1.34612 0.001 -0.020 -0.080 0.61
H -2.43388 1.67683 -1.00394 0.006 -0.001 -0.001 0.62
H -3.53693 0.66422 -0.09190 0.003 0.020 0.013 0.73
H -1.35558 -2.92540 -1.50879 0.017 0.018 0.004 0.43
H -1.83280 -5.05748 -0.36480 -0.007 0.005 -0.004 0.44
H -4.11306 -5.52569 0.47288 0.005 0.004 0.006 0.48
H -5.89021 -3.82550 0.21949 -0.002 -0.001 0.000 0.41
H -5.40975 -1.68562 -0.88818 -0.008 0.015 -0.003 0.38
H -4.17972 -0.53260 -4.78874 0.002 0.005 -0.003 0.37
H -6.34670 0.19922 -5.69865 0.000 0.000 0.001 0.39
H -7.99890 1.30488 -4.22605 0.001 0.000 0.001 0.39
H -7.47040 1.66130 -1.83766 0.002 0.000 0.001 0.39
H -5.33172 0.91991 -0.91971 -0.008 0.013 -0.014 0.26
H -1.18335 2.57280 1.84329 0.003 0.006 0.004 0.37
H -1.55134 4.98794 1.92866 0.003 0.000 0.001 0.45
H -0.59996 6.45761 0.17851 -0.001 -0.005 -0.001 0.43
H 0.78320 5.47902 -1.62509 -0.004 -0.003 0.002 0.51
H 1.20713 3.07100 -1.68099 0.036 -0.024 -0.042 0.13
H -0.20091 1.88679 -2.79036 0.000 0.057 0.011 0.55
H 0.42860 0.93819 -4.95354 0.008 0.006 0.003 0.48
H 1.52953 -1.27056 -5.07737 -0.002 -0.001 0.001 0.42
H 1.99489 -2.53074 -2.99811 -0.001 0.000 0.000 0.47
H 1.42050 -1.56055 -0.81481 0.004 -0.002 0.010 0.39